Record 1
This record from the Open Molecules 2025 dataset describes a molecular structure, C7H11B4F2INO7 in a non-equilibrium geometry. The level of theory is ωB97M-V/def2-TZVPD.

Values from the calculation:
Kohn-Sham gap (eV): 7.4
Total charge: -1

Geometry (Å):
N 3.8227 -1.1933 0.4310
C 3.8524 -0.4547 -0.6341
C 4.5762 0.9745 -0.6885
B 3.4038 2.0803 -0.6503
O 3.5987 3.4883 -0.4494
B 2.2740 4.0654 -0.4967
O 1.3411 3.5895 0.4990
B 1.1746 2.2021 0.1756
C 0.0579 1.2241 0.8048
C -1.0990 1.0105 -0.2681
C -0.6895 0.1343 -1.5135
I -0.1195 -1.9151 -0.9953
O 2.0530 1.6406 -0.8223
H 4.3439 -0.6561 1.1493
H 3.3231 -0.8096 -1.5690
H 5.2641 1.0019 0.2067
H 5.1262 1.0392 -1.6729
H 1.9534 4.8431 -1.3328
H -0.2832 1.6940 1.7717
H 0.5289 0.2253 1.0286
H -1.9711 0.5374 0.2776
H -1.3826 2.0390 -0.6634
H 0.1655 0.5427 -2.1177
H -1.5770 0.0872 -2.2210
B -5.5910 -2.9031 1.0932
O -4.6043 -2.0944 0.3482
C -3.4025 -2.5851 0.6146
O -2.3661 -2.1476 0.1590
C -3.5321 -3.7307 1.5388
O -2.6267 -4.3970 1.9749
O -4.8141 -3.9230 1.8244
F -6.4942 -3.5283 0.1898
F -6.3068 -2.0818 2.0077

Cartesian forces (eV/Å) of the 3 atoms listed first:
N 0.4 1.8 -1.6
C 0.4 0.0 0.8
C -1.0 -1.3 -0.2

Record 2
This record from the Open Molecules 2025 dataset describes C7H11Br2N in the gas phase in a non-equilibrium geometry. The level of theory is ωB97M-V/def2-TZVPD.

Values from the calculation:
Kohn-Sham gap (eV): 8.6

Geometry (Å):
C 0.6118 -1.3819 0.5219
C 1.0854 0.1279 0.3269
C 1.5434 0.6733 1.6439
C 2.0705 0.0456 -0.8621
C -0.0045 0.9863 -0.2403
Br 0.1600 2.8418 -0.1640
C -1.2696 0.5874 -0.4461
N -2.1643 0.0447 -1.0540
C -3.5454 -0.2644 -1.0934
Br -4.3700 -0.5344 0.6591
H 0.4177 -1.6658 -0.4889
H -0.2805 -1.3247 1.2648
H 1.5421 -1.9600 0.8106
H 2.4675 0.0869 2.1283
H 1.9246 1.7748 1.4366
H 0.8090 0.5824 2.3186
H 1.6483 -0.3127 -1.8167
H 2.8252 -0.5590 -0.5222
H 2.5569 1.0221 -1.2632
H -4.2078 0.4652 -1.4924
H -3.8202 -1.2356 -1.6674

Cartesian forces (eV/Å) of the 3 atoms listed first:
C 0.4 2.1 1.1
C -0.4 -1.4 -1.4
C 6.3 1.3 -1.9

Record 3
This record from the Open Molecules 2025 dataset describes 2 unconnected molecules or ions with the total composition C7H11Cl in a non-equilibrium geometry. The level of theory is ωB97M-V/def2-TZVPD.

Values from the calculation:
Kohn-Sham gap (eV): 9.9

Geometry (Å):
C 0.1378 -1.6984 1.3432
C 0.4762 -0.9040 0.3522
C 1.2734 -0.2456 -0.4115
C 2.1214 -0.9064 -1.5338
C 1.6996 1.1176 -0.3518
H 0.9246 -2.1528 1.9803
H -0.8542 -2.1210 1.5836
H 1.8314 -0.4740 -2.5019
H 3.1233 -0.6131 -1.2299
H 2.1714 -2.0168 -1.7502
H 0.9643 1.8601 -0.0790
H 2.0985 1.4181 -1.3102
H 2.4806 1.1722 0.4490
C -3.2093 1.6645 0.5856
C -2.9136 0.3723 0.5763
Cl -2.8294 -0.6845 -0.6526
H -3.6031 2.2077 -0.2981
H -3.3673 1.9354 1.5767
H -2.5258 0.0688 1.6722

Cartesian forces (eV/Å) of the 3 atoms listed first:
C -0.3 -0.8 0.3
C -0.2 -1.1 1.8
C 0.5 -2.4 -2.3

Record 4
This record from the Open Molecules 2025 dataset describes a molecular structure, C7H11Cl in a non-equilibrium geometry. The level of theory is ωB97M-V/def2-TZVPD.

Values from the calculation:
Kohn-Sham gap (eV): 7.9

Geometry (Å):
C 0.0450 -2.1749 0.8371
C -0.9688 -1.2865 1.5874
C -0.8783 0.1283 1.4317
C -0.1441 0.9011 0.1869
C 1.3047 1.0007 -0.3000
C 0.6714 0.6842 -1.8421
C -0.8151 0.7711 -1.1261
H -0.4210 -1.8502 -0.4315
H 0.0750 -3.8219 1.6665
H 1.7690 -1.4501 1.0342
H -1.6627 -1.6262 2.3079
H -1.2604 0.7883 2.2035
H -0.3512 2.0307 0.3772
H 2.1386 0.3567 0.3089
H 1.7570 1.9702 -0.3353
H 1.1672 -0.1751 -2.3074
H -1.6987 -0.2230 -1.3853
H -1.3853 1.8090 -1.3212
Cl 0.6577 2.1677 -2.8925

Cartesian forces (eV/Å) of the 3 atoms listed first:
C -0.4 0.9 -0.7
C 2.7 4.1 -1.1
C 1.6 -2.9 -1.4

Record 5
This record from the Open Molecules 2025 dataset describes a molecular structure, C7H11ClO2 in a non-equilibrium geometry. The level of theory is ωB97M-V/def2-TZVPD.

Values from the calculation:
Kohn-Sham gap (eV): 9.9

Geometry (Å):
C 0.4769 -0.2630 -2.4819
C -0.7162 0.1785 -2.3470
C 1.4219 -0.6832 -1.2736
C 0.9753 -0.0164 0.0635
C -1.3982 0.6550 -0.5488
C -0.4916 -0.1212 0.3729
C -0.6441 0.3223 1.8053
O -1.3178 1.9852 -0.4001
O -0.9810 -1.4827 0.2881
Cl -1.6017 0.8750 -3.6383
H 0.8987 -0.2761 -3.4728
H 1.4927 -1.8070 -1.1887
H 2.4131 -0.1964 -1.4038
H 1.6970 -0.4072 0.7428
H 1.0329 1.0214 -0.0886
H -2.4040 0.1868 -0.6098
H -1.6927 0.1887 2.1162
H -0.5939 1.4823 1.8341
H 0.0110 -0.1100 2.4217
H -2.0511 2.4060 -0.9599
H -0.7680 -1.8199 -0.5336

Cartesian forces (eV/Å) of the 3 atoms listed first:
C 3.5 -1.4 0.9
C -2.9 2.1 4.1
C -1.1 0.8 -0.6

Record 6
This record from the Open Molecules 2025 dataset describes a molecular structure, C7H11EuO4 in a non-equilibrium geometry. The level of theory is ωB97M-V/def2-TZVPD.

Values from the calculation:
Spin multiplicity: 8
Kohn-Sham gap (spin up / spin down) (eV): 2.9 / 7.5
Total charge: +1

Geometry (Å):
C -1.2904 3.1652 0.2402
C -0.2795 2.2455 -0.4052
O -0.8807 1.2347 -1.2285
C -1.0573 0.0436 -0.6108
O -1.7309 -0.0784 0.3615
C -0.3811 -1.0832 -1.3140
C -0.1017 -2.3057 -0.4286
C 0.3373 -2.0274 1.0051
C 1.5479 -1.1804 1.2055
O 2.0765 -0.4461 0.2380
O 2.1353 -1.1586 2.3091
H -0.7974 3.6985 1.0474
H -1.6477 3.9142 -0.4528
H -2.1106 2.6073 0.6656
H 0.3809 2.8406 -1.0208
H 0.3053 1.7675 0.3766
H 0.5140 -0.7424 -1.8118
H -1.0574 -1.3975 -2.1047
H 0.6473 -2.9227 -0.9117
H -1.0102 -2.8884 -0.3646
H 0.5863 -2.9738 1.4728
H -0.4570 -1.6022 1.6055
Eu 4.2711 -0.7104 0.1263

Cartesian forces (eV/Å) of the 3 atoms listed first:
C 0.2 0.1 0.1
C -0.6 0.4 0.6
O 0.7 0.0 -0.5

Record 7
This record from the Open Molecules 2025 dataset describes C7H11FO in the gas phase in a non-equilibrium geometry. The level of theory is ωB97M-V/def2-TZVPD.

Values from the calculation:
Kohn-Sham gap (eV): 10.2

Geometry (Å):
C 0.0847 1.7128 -0.6381
C -0.3776 0.3645 -0.0879
C -1.8122 0.1567 -0.4905
C -0.0926 0.2108 1.3752
F -1.0374 0.7874 2.1961
C 0.9792 -0.4777 1.6660
C 1.6643 -0.8659 0.3979
C 0.5958 -0.7861 -0.6346
O -0.0736 -2.1063 -0.7354
H -0.4278 1.7130 -1.6064
H 1.2334 1.8214 -0.8373
H -0.0712 2.6087 -0.0260
H -1.9612 -0.7983 -0.9795
H -2.1867 1.0123 -1.1653
H -2.4710 0.2083 0.4524
H 1.2377 -0.8873 2.6313
H 2.5370 -0.1137 0.1333
H 2.2291 -1.8726 0.5079
H 0.9604 -0.4816 -1.6593
H -1.0103 -2.2066 -0.4999

Cartesian forces (eV/Å) of the 3 atoms listed first:
C 2.4 0.4 -1.0
C 1.6 -0.5 -0.3
C -2.3 1.5 1.1

Record 8
This record from the Open Molecules 2025 dataset describes a molecular structure, C7H11FOS3 in a non-equilibrium geometry. The level of theory is ωB97M-V/def2-TZVPD.

Values from the calculation:
Kohn-Sham gap (eV): 7.1

Geometry (Å):
C 3.3660 -2.4088 0.4301
C 2.3380 -1.6756 -0.2935
C 1.5476 -1.1742 -1.0878
C 0.6071 -0.5758 -1.9213
C -1.2299 1.5527 1.0903
C -1.8203 1.2428 -0.2729
C -3.2419 1.8359 -0.4126
H 4.0466 -3.4081 2.4672
H 3.6350 -3.4052 0.0606
H 4.1580 -1.6900 0.5992
H -0.3828 -0.7926 -1.5996
H 0.5522 -0.8233 -3.0172
H 1.3347 0.9447 -0.9198
H -3.2478 1.0825 2.2669
H -0.1300 1.2882 1.0337
H -1.2791 2.6171 1.3035
H -3.3754 2.4678 -1.3158
H -3.8845 0.9963 -0.4649
O 0.7616 0.9256 -1.8659
F -3.6096 2.6898 0.6410
S 2.9094 -2.7498 2.3259
S -1.9830 0.5396 2.4404
S -1.0720 0.5204 -1.4875

Cartesian forces (eV/Å) of the 3 atoms listed first:
C -0.7 0.6 2.3
C -1.5 -0.2 -1.6
C 2.8 -1.8 1.9

Record 9
This record from the Open Molecules 2025 dataset describes 2 unconnected molecules or ions with the total composition C7H11N in a non-equilibrium geometry. The level of theory is ωB97M-V/def2-TZVPD.

Values from the calculation:
Kohn-Sham gap (spin up / spin down) (eV): 8.0 / 7.5

Geometry (Å):
C 0.8932 -0.6893 0.6582
C 2.1422 -0.7854 1.4569
C -1.0035 -1.4794 -0.9813
C -0.6999 0.7756 -0.4990
C -1.2750 1.8949 0.2046
C -0.8694 -2.5920 -1.6592
C -0.9172 3.1727 0.0160
N -1.4136 -0.3735 -0.5655
H 0.0286 0.9908 -1.2811
H 1.0189 -0.7199 -0.4080
H -0.0346 -0.7540 1.1949
H -2.1030 1.6548 0.8643
H -0.2916 -3.4244 -1.2878
H -1.3645 -2.7077 -2.6176
H 2.4046 0.1923 1.8871
H 2.0286 -1.4735 2.2982
H 2.9927 -1.1087 0.8533
H -1.4130 3.9806 0.5355
H -0.1235 3.4457 -0.6695

Cartesian forces (eV/Å) of the 3 atoms listed first:
C 0.4 0.2 0.3
C 0.2 0.3 0.1
C -0.7 0.8 -0.4

Record 10
This record from the Open Molecules 2025 dataset describes C7H11N in the gas phase in a non-equilibrium geometry. The level of theory is ωB97M-V/def2-TZVPD.

Values from the calculation:
Kohn-Sham gap (eV): 7.5

Geometry (Å):
C -1.6537 -1.2109 -1.0301
C -0.5271 -0.2053 -1.3075
C -0.2727 0.6660 -0.2104
N -0.5126 1.9029 0.1004
C -0.0414 2.3894 1.2902
C 0.5954 1.3721 2.0166
C 0.6587 0.1570 1.3063
C 1.4864 -0.9959 1.3514
H -2.7095 -0.7299 -0.7524
H -1.1979 -1.8611 -0.2494
H -1.9351 -1.8879 -1.7986
H -0.6007 0.4087 -2.2596
H 0.3712 -0.7890 -1.5420
H -1.0209 2.4867 -0.5448
H 0.1647 3.4384 1.5376
H 1.0149 1.4883 3.0251
H 0.9672 -1.7832 0.6084
H 2.5336 -0.6825 0.9828
H 1.5736 -1.4075 2.3595

Cartesian forces (eV/Å) of the 3 atoms listed first:
C -1.5 0.8 1.4
C -0.6 0.0 -3.0
C 4.6 -2.6 7.0

Record 11
This record from the Open Molecules 2025 dataset describes 2 unconnected molecules or ions with the total composition C7H11N in a non-equilibrium geometry. The level of theory is ωB97M-V/def2-TZVPD.

Values from the calculation:
Kohn-Sham gap (eV): 9.8

Geometry (Å):
C 1.5408 -0.8328 0.3972
C 1.1100 -1.6523 -0.6345
C -0.3070 -1.9599 -0.4997
C -1.1404 -1.2848 0.3427
C -0.5855 -0.5524 1.4248
C 0.6924 -0.3678 1.3935
H 2.6150 -0.6067 0.1831
H 1.6339 -1.9324 -1.4872
H -0.7744 -2.5083 -1.2779
H -2.1638 -1.3649 0.2776
H -1.2374 0.1833 1.9587
H 1.0985 0.0868 2.2880
C -0.2971 2.2702 -0.1957
N -0.1663 1.2986 -1.3662
H -0.1534 3.3344 -0.6289
H -1.4622 2.2994 0.2621
H 0.4863 2.0011 0.6016
H 0.0717 0.4390 -1.0779
H -0.9611 1.1495 -1.9613

Cartesian forces (eV/Å) of the 3 atoms listed first:
C 2.5 -1.1 -2.4
C -4.4 0.6 3.2
C 1.5 0.6 -1.7

Record 12
This record from the Open Molecules 2025 dataset describes C7H11N in the gas phase in a non-equilibrium geometry. The level of theory is ωB97M-V/def2-TZVPD.

Values from the calculation:
Kohn-Sham gap (eV): 8.6

Geometry (Å):
N 1.6853 -1.2000 -0.7689
C 0.8217 -0.4629 -0.0069
C 1.4950 0.5668 1.0076
C 0.5930 1.0709 -0.2640
C -0.9029 1.6157 -0.3221
C -1.4125 0.0997 -0.4322
C -1.8972 -1.2586 0.2913
C -0.6057 -0.5344 0.6598
H 2.0035 -0.4966 -1.6302
H 2.4778 -1.7155 0.0319
H 1.1716 0.3459 2.0012
H 2.5407 0.8140 1.0738
H 1.1338 1.5803 -1.1191
H -1.3373 2.3123 0.3802
H -1.2477 2.0155 -1.3277
H -1.3802 -0.1037 -1.4450
H -2.0980 -1.9488 -0.7073
H -2.8099 -1.2142 0.9503
H -0.8004 0.2279 1.5738

Cartesian forces (eV/Å) of the 3 atoms listed first:
N 3.0 -1.7 -1.1
C -0.2 5.7 3.9
C -1.6 -0.1 -1.9